2 unconnected molecules or ions with the total composition C3H3O3, computed with wB97M-V/def2-TZVPD.

Results
Frontier orbital gap   7.9 eV
Net charge   -1
Energy relative to the best compared isomer or geometry (same formula, charge and spin)   2.3860 eV
HOMO level   -4.0 eV

Structure (XYZ):
```
9
C3H3O3 | OMol25 | wB97M-V/def2-TZVPD
C -2.074 0.120 0.312
C -1.246 0.995 0.444
C 2.232 0.022 -0.640
O 1.621 0.915 -0.055
O 2.504 -0.027 -1.835
O 2.771 -1.029 0.140
H -3.023 -0.210 0.466
H -0.387 1.528 0.369
H 2.851 -0.653 1.142
```